Entry 1:
The following is a DFT calculation (ωB97M-V with the def2-TZVPD basis set) of C27H21Br2FIrN4O as an isolated structure in a non-equilibrium geometry.

The spin multiplicity is 6. The calculation puts the energy relative to the best compared isomer or geometry (same formula, charge and spin) at 36.2 kJ/mol. As for the HOMO energy (alpha / beta): -12.48 / -14.30 eV. As for the net charge: +2. The LUMO energy (alpha / beta) is -0.2209 / -0.2953 Eh.

Each line ends with the Löwdin spin population.
Atoms and positions in Å:
Ir -0.007 0.787 -0.205  2.467
Br 1.257 -0.647 -5.322  0.095
Br 6.481 -0.348 -3.481  0.076
F -5.348 -1.576 -2.063  0.064
O 0.612 -0.130 -2.296  0.300
N 2.185 -0.244 -0.253  0.100
N 0.010 1.635 1.773  0.102
N -1.759 0.231 2.566  0.008
N -0.967 -1.036 0.686  0.098
C -1.814 -0.874 1.720  0.010
C 0.877 3.326 3.279  0.003
C -0.878 1.287 2.766  0.021
C 0.834 2.691 2.055  0.028
C 3.821 -0.180 -4.127  -0.011
C 4.263 -0.282 -1.659  0.015
C -2.792 -1.823 1.963  0.004
C 2.195 -0.908 2.101  0.003
C 4.313 -0.926 0.706  0.001
C 2.416 -0.303 -3.957  0.233
C 2.871 -0.155 -1.461  0.062
C -1.270 2.138 -1.477  0.318
C -4.348 -0.723 -1.911  0.177
C -3.336 1.126 -0.717  0.139
C -2.279 0.171 -2.671  0.142
C -1.057 -2.147 -0.121  0.008
C 4.948 -0.681 -0.458  0.009
C 1.860 -0.136 -2.564  0.129
C 4.634 -0.290 -3.081  0.181
C -2.967 -2.875 1.138  -0.001
C -3.255 -0.772 -2.765  0.000
C -2.127 -2.997 0.026  0.007
C -2.236 1.147 -1.608  0.113
C 2.878 -0.632 0.817  0.017
C -0.954 1.950 3.930  0.000
C -4.393 0.251 -0.893  -0.007
C -0.049 2.973 4.257  0.018
H -5.082 0.120 -0.064  -0.003
H -3.259 -1.574 -3.474  -0.003
H 4.251 -0.284 -5.120  -0.003
H -3.318 1.777 0.159  0.004
H -1.371 3.026 -0.798  0.025
H -0.403 2.200 -2.117  0.035
H -3.788 -3.572 1.137  0.000
H 1.623 4.009 3.377  0.000
H 5.939 -0.807 -0.820  0.000
H -1.679 1.605 4.693  0.000
H -3.463 -1.753 2.814  0.001
H 1.355 -1.593 1.841  0.001
H 2.861 -1.334 2.834  0.000
H -2.191 -3.783 -0.722  0.001
H 1.487 2.913 1.193  0.008
H 0.003 3.388 5.228  0.001
H 4.803 -1.200 1.592  0.000
H -2.385 0.093 3.317  0.000
H -1.424 -0.026 -3.401  0.003
H 1.753 -0.019 2.546  0.001
H -0.331 -2.219 -0.905  0.001

Cartesian forces, eV/Å:
0.4 -1.0 0.1
-0.2 0.1 -0.3
-0.2 -0.1 0.3
0.2 0.0 0.2
2.2 0.1 -0.8
1.5 0.2 0.2
-0.5 0.7 1.7
0.4 -0.2 -0.8
0.0 0.1 0.0
1.2 0.0 -1.1
-1.6 -1.7 -1.1
0.6 -1.2 -3.1
-0.3 -1.2 -0.8
-2.6 -1.1 -1.6
-3.7 -0.6 0.4
-1.0 0.0 1.5
-1.1 -0.2 -0.3
-2.3 1.3 -0.5
0.2 0.9 2.3
-1.6 0.0 0.0
1.4 1.4 1.0
-0.1 1.1 0.5
-1.0 -0.5 0.4
2.1 -1.0 -1.1
-1.4 1.3 1.3
0.2 0.5 -3.1
-0.1 -0.5 -1.0
3.0 0.5 2.8
0.1 -0.5 -2.3
-0.8 0.0 0.2
1.3 -0.5 -0.5
-0.6 -0.4 -0.9
1.8 -0.2 -1.0
-0.1 1.5 3.3
0.6 -0.7 0.9
-0.1 -1.4 -1.6
-0.4 0.3 -0.5
0.3 -0.1 -0.6
-0.2 0.3 0.1
-0.1 -0.1 -0.3
-0.3 -1.0 -0.7
-0.2 0.2 -0.9
-0.2 0.0 0.8
1.8 2.1 0.7
1.5 -0.5 1.4
0.5 0.3 -0.5
0.1 0.3 0.0
0.5 0.3 0.6
0.1 -0.3 0.1
-0.4 -0.1 0.4
-0.1 0.2 0.8
-0.2 0.5 0.8
0.8 -0.6 0.9
-0.6 0.1 0.9
-1.1 1.0 1.3
0.0 0.1 -0.1
0.2 0.0 -0.3


Entry 2:
The following is a DFT calculation (ωB97M-V with the def2-TZVPD basis set) of C27H21Br4N4O2PS3V as an isolated structure in a non-equilibrium geometry.

The spin multiplicity is 1. The calculation puts the energy relative to the best compared isomer or geometry (same formula, charge and spin) at 0.0 kJ/mol. As for the HOMO energy (alpha / beta): -11.27 / -11.27 eV. As for the net charge: +1. The LUMO energy (alpha / beta) is -0.1765 / -0.1764 Eh.

Each line ends with the natural charge from an NBO analysis.
Atoms and positions in Å:
Br -2.058 -5.278 1.106  0.160
Br -0.474 -6.985 -1.318  0.153
Br 2.844 -2.358 -2.126  0.104
Br 1.999 -5.507 -2.951  0.155
V -0.281 -0.756 1.413  0.743
S -2.486 -0.339 1.858  0.193
S -0.290 1.229 2.529  0.102
S 1.521 -1.292 2.953  -0.035
P -0.630 0.567 -0.548  1.290
O 0.953 -1.354 0.074  -0.707
O -0.820 -2.458 1.358  -0.590
N 3.368 0.570 3.294  -0.555
N -5.387 2.112 2.247  -0.240
N -1.816 4.566 3.344  -0.255
N 3.367 -0.390 1.216  -0.566
C -2.089 -1.578 -1.563  -0.225
C -1.659 -2.621 -3.685  -0.191
C -3.097 1.741 -1.071  -0.126
C 0.039 -5.234 -0.882  -0.162
C -0.687 -1.667 -3.956  -0.194
C -2.025 1.259 2.369  -0.209
C 0.957 1.295 -1.045  -0.981
C 4.585 1.702 1.528  -0.426
C -1.795 1.940 -0.611  -0.446
C -2.836 2.300 2.625  -0.325
C 4.496 0.411 0.731  -0.221
C 1.445 -3.297 -1.281  -0.153
C -2.274 3.556 3.041  0.272
C -2.366 -2.570 -2.492  -0.137
C -0.405 -0.675 -3.030  -0.187
C 2.850 -0.287 2.425  0.380
C -2.274 4.277 -0.271  -0.194
C -0.266 -3.255 0.410  0.231
C -3.980 2.808 -1.124  -0.209
C -1.103 -0.624 -1.825  -0.408
C 0.744 -2.623 -0.297  0.218
C -0.631 -4.560 0.132  -0.140
C -4.255 2.192 2.427  0.263
C 1.085 -4.604 -1.586  -0.123
C -3.570 4.073 -0.727  -0.168
C -1.388 3.214 -0.209  -0.199
C 4.550 1.390 3.013  -0.225
H -3.426 0.760 -1.383  0.221
H -0.140 -1.699 -4.889  0.233
H -4.264 4.903 -0.768  0.235
H 4.478 2.297 3.608  0.235
H 4.331 0.608 -0.327  0.226
H 1.367 1.859 -0.207  0.255
H 5.415 -0.171 0.825  0.217
H 2.938 0.596 4.205  0.438
H -3.127 -3.309 -2.275  0.227
H 5.449 0.853 3.321  0.213
H -1.866 -3.403 -4.404  0.234
H -0.388 3.382 0.171  0.221
H -1.957 5.258 0.056  0.238
H 0.779 1.980 -1.873  0.265
H -4.992 2.649 -1.474  0.236
H 5.505 2.227 1.278  0.249
H 1.650 0.509 -1.333  0.272
H 0.366 0.050 -3.255  0.221
H -2.642 -1.556 -0.632  0.229
H 2.917 -1.038 0.584  0.453
H 3.746 2.354 1.274  0.215

Cartesian forces, eV/Å:
0.0 0.0 0.0
0.0 0.0 0.0
0.0 0.0 0.0
0.0 0.0 0.0
0.8 0.2 0.3
0.1 0.0 -0.2
-0.1 0.3 0.3
0.1 0.1 0.0
-0.3 0.2 -0.6
-0.2 -0.3 -0.2
-0.3 -1.0 -0.4
0.0 -0.1 0.1
0.1 0.0 0.0
0.1 -0.1 0.0
0.1 0.0 -0.1
0.0 0.0 0.0
0.0 0.0 0.0
0.0 0.0 0.1
0.1 0.0 -0.1
0.0 0.0 0.0
0.1 -0.1 0.0
0.0 0.0 0.0
0.0 0.0 0.0
0.0 0.0 0.0
-0.2 0.2 0.1
-0.1 0.0 0.1
0.1 0.0 -0.1
-0.2 -0.1 -0.1
0.0 0.0 0.0
0.0 0.0 0.0
-0.1 0.1 0.1
0.0 0.0 0.0
-0.1 0.4 0.4
0.0 0.0 0.0
0.0 -0.1 0.1
0.1 0.3 0.1
-0.2 -0.1 0.0
0.2 0.1 0.1
0.0 0.0 0.1
0.0 0.0 0.0
0.0 0.0 0.0
-0.1 -0.1 0.0
0.0 0.0 0.0
0.0 0.0 0.0
0.0 0.0 0.0
0.0 0.0 0.0
0.0 0.0 0.0
0.0 0.0 0.0
0.0 0.0 0.0
0.0 0.0 0.0
0.0 0.0 0.0
0.0 0.0 0.0
0.0 0.0 0.0
0.0 0.0 0.0
0.0 0.0 0.0
0.0 0.0 0.0
0.0 0.0 0.0
0.0 0.0 0.0
0.0 0.0 0.0
0.0 0.0 0.0
0.0 0.0 0.0
-0.1 0.0 0.0
0.0 0.0 0.0


Entry 3:
The following is a DFT calculation (ωB97M-V with the def2-TZVPD basis set) of C27H21Cl5N3O3Pt as an isolated structure in a non-equilibrium geometry.

The spin multiplicity is 5. The calculation puts the energy relative to the best compared isomer or geometry (same formula, charge and spin) at 38.5 kJ/mol. As for the HOMO energy (alpha / beta): -11.52 / -11.58 eV. As for the net charge: +1. The LUMO energy (alpha / beta) is -0.1192 / -0.2190 Eh.

Each line ends with the Löwdin spin population.
Atoms and positions in Å:
Pt 0.503 -0.073 0.788  1.823
Cl -4.280 1.157 -2.357  0.003
Cl 1.806 0.059 -1.891  0.076
Cl -2.473 1.594 -4.844  0.002
Cl -3.026 0.146 0.315  0.011
Cl 0.609 1.036 -4.647  0.006
O -0.796 0.762 2.657  0.088
O 2.530 0.565 1.598  0.173
O 3.444 2.347 2.610  0.046
N 0.884 -1.354 2.493  0.119
N -0.450 -2.445 0.379  0.356
N 0.982 2.406 0.234  0.159
C 1.858 -3.645 -2.988  0.000
C -2.794 1.160 3.844  0.007
C -1.121 -2.944 -0.773  0.034
C 2.803 1.767 1.765  0.013
C 0.539 -3.128 3.878  0.042
C -0.582 -2.326 -3.162  0.002
C 1.467 -3.061 -4.183  0.002
C 0.121 0.390 -2.074  0.036
C 2.988 3.687 0.086  0.006
C 1.245 -2.172 4.558  0.168
C 2.207 2.677 0.625  0.011
C -2.020 0.439 -1.052  0.031
C -0.407 0.804 -3.290  0.002
C -0.651 0.239 -0.922  0.165
C 0.320 -2.605 2.574  0.282
C -0.199 -2.919 -1.966  0.013
C 0.418 3.176 -0.693  0.012
C 1.105 4.222 -1.285  0.006
C -1.732 1.518 2.854  0.014
C 1.036 -3.557 -1.881  0.003
C -0.343 -3.145 1.452  -0.011
C -2.597 0.853 -2.255  0.003
C -1.897 2.812 2.120  0.001
C 2.417 4.470 -0.905  -0.003
C 1.424 -1.076 3.658  0.256
C 0.251 -2.397 -4.264  0.001
C -1.783 1.049 -3.375  0.005
H -0.600 2.948 -0.979  0.001
H -3.139 2.026 4.401  0.000
H -2.772 3.364 2.445  0.000
H 0.210 -4.080 4.240  -0.002
H -0.047 -1.933 -5.191  0.000
H 2.103 -3.138 -5.049  0.000
H -1.985 -2.305 -0.976  0.012
H -3.636 0.756 3.281  0.002
H 0.617 4.834 -2.025  0.001
H -1.002 3.415 2.276  0.001
H 2.791 -4.184 -2.925  0.000
H 1.336 -4.011 -0.948  0.000
H -1.540 -1.832 -3.232  0.000
H -1.486 -3.970 -0.613  0.005
H -1.962 2.615 1.051  0.000
H 1.612 -2.210 5.564  0.007
H -2.438 0.390 4.523  0.000
H -0.761 -4.152 1.524  0.000
H 2.988 5.266 -1.355  0.000
H 3.991 3.850 0.442  0.001
H 1.915 -0.141 3.864  0.010

Cartesian forces, eV/Å:
0.7 1.0 0.2
0.0 -0.1 0.0
0.2 -0.1 0.0
0.1 0.0 0.0
-0.3 -0.2 0.2
0.0 0.0 0.0
0.2 -0.5 -0.2
-1.2 -3.0 0.2
0.4 -0.6 0.5
0.0 0.2 -0.6
0.3 0.5 1.3
-0.3 -0.6 0.0
0.0 0.0 -0.1
0.3 -0.2 0.2
-0.3 -0.4 -0.7
-0.5 3.8 -1.6
0.3 0.2 0.6
0.0 -0.4 0.2
-0.1 0.0 0.1
-0.3 0.1 0.3
-0.5 0.3 -0.3
-0.5 -1.0 0.1
1.2 -0.6 1.2
0.4 0.0 0.0
-0.1 0.1 0.1
0.0 0.3 -0.5
0.4 0.6 0.4
0.2 -0.1 -0.1
0.0 0.3 -0.3
-0.2 -0.1 0.1
-0.5 0.5 0.0
-0.3 0.0 0.0
-0.5 -0.4 -0.7
0.1 0.0 -0.1
0.2 0.0 -0.2
0.2 -0.2 0.3
0.1 0.3 -0.4
0.1 0.0 -0.1
0.1 0.0 0.1
-0.1 0.0 0.0
0.0 0.1 0.0
0.0 0.0 0.0
-0.1 -0.3 0.1
-0.1 0.0 -0.1
0.1 0.0 -0.1
0.0 0.0 0.1
-0.1 0.1 -0.1
-0.1 0.0 -0.1
0.1 0.0 0.0
0.1 0.0 0.0
0.1 -0.1 0.1
-0.1 0.0 0.0
0.0 0.1 0.1
0.0 0.0 0.0
0.0 0.0 0.2
0.0 -0.1 0.0
0.0 0.1 0.0
0.0 0.1 -0.1
0.1 0.0 0.1
0.1 0.2 -0.1


- The highest energy relative to the best compared isomer or geometry (same formula, charge and spin) belongs to which entry?
  C27H21Cl5N3O3Pt